Record 1
Formula: FHO2S
Source: OMol25
Level of theory: ωB97M-V with the def2-TZVPD basis set

The geometry in ORCA input format:
```
! wB97M-V def2-TZVPD RIJCOSX def2/J DEFGRID3
* xyz 0 1
O -0.57 -1.25 0.52
O -2.78 0.98 0.01
F -0.25 0.53 -0.47
S -1.69 -0.04 -0.33
H -0.74 -2.15 0.87
*
```

Calculated values
HOMO, eV: -10.78
ΔE to the lowest compared entry with this formula, charge and spin, kJ/mol: 221.2

Quick look at the Mulliken charges, all values in e: -0.56, -0.42, -0.13, 0.79, 0.32

---

Record 2
Formula: FNO3
Source: OMol25
Level of theory: ωB97M-V with the def2-TZVPD basis set

The geometry in ORCA input format:
```
! wB97M-V def2-TZVPD RIJCOSX def2/J DEFGRID3
* xyz 0 1
N 0.00 0.16 -0.41
O -1.11 0.07 -0.47
O 0.94 0.29 -1.27
O 0.74 0.05 0.61
F -0.64 -0.68 2.00
*
```

Calculated values
HOMO (alpha / beta), eV: -13.01 / -13.11
ΔE to the lowest compared entry with this formula, charge and spin, kJ/mol: 168.4

Quick look at the Mulliken charges, all values in e: 1.22, -0.43, -0.35, -0.32, -0.13

---

Number 1: largest force on an atom 5.7 eV Å⁻¹. Number 2: largest force on an atom 6.6 eV Å⁻¹.